(1)
Here is a 2-piece molecular cluster, C2H3NOS3 overall from the Open Molecules 2025 dataset. Energies are from wB97M-V/def2-TZVPD.

Cartesian coordinates (Å):
C -2.6185 0.0948 0.2959
C 0.7673 -0.5572 -0.4495
N 0.8001 0.7588 -0.1966
O 0.1337 1.5397 -0.8535
S -2.4702 1.4664 0.9826
S -2.9242 -1.2720 -0.4232
S 1.8168 -1.6472 0.4674
H 0.0896 -0.9501 -1.1373
H 1.5357 1.2319 0.4381
H 2.8696 -0.6650 0.8762

Force components x, y, z for each atom (eV/Å):
C -0.7 -0.7 -0.4
C 2.5 2.2 3.1
N 1.6 -2.7 -0.1
O -1.6 2.4 -1.2
S 0.2 -0.1 0.0
S 0.4 0.8 0.4
S 1.6 1.6 0.6
H -1.0 -0.3 -1.0
H -1.1 -1.5 -0.6
H -2.0 -1.7 -0.9

Output
- 2S+1: 1
- HOMO level (alpha / beta): -0.3000 / -0.2999 hartree
- Energy relative to the best compared isomer or geometry (same formula, charge and spin): 278.2 kJ/mol
- Kohn-Sham gap (alpha / beta): 8.1 / 8.1 eV
- Total energy: -1402.4468 Eh
- Maximum force: 4.553 eV Å⁻¹

---

(2)
Here is C2H3NP2 in the gas phase from the Open Molecules 2025 dataset. Energies are from wB97M-V/def2-TZVPD.

Cartesian coordinates (Å):
N 3.2693 -0.3240 -0.2453
C 2.1389 -0.3139 -0.3004
C 0.7714 -0.3979 -0.3302
P -0.3018 0.5392 -1.1673
P -2.1937 0.1517 -0.0209
H 0.2048 -0.9972 0.6104
H -1.4146 -0.1066 1.1094
H -2.4743 1.4487 0.3443

Force components x, y, z for each atom (eV/Å):
N 2.7 0.2 0.1
C -0.7 -0.6 -0.5
C -4.1 -1.4 3.5
P -0.3 0.7 -0.5
P 0.3 -1.2 -0.6
H 2.3 1.3 -2.5
H -0.2 0.0 0.5
H 0.1 0.9 0.0

Output
- 2S+1: 1
- HOMO level: -0.3516 hartree
- Energy relative to the best compared isomer or geometry (same formula, charge and spin): 115.2 kJ/mol
- Kohn-Sham gap: 8.4 eV
- Total energy: -815.3818 Eh
- Maximum force: 5.577 eV Å⁻¹
- SMILES string: N#CC=P#[PH2]

---

- Which formula does entry 2 have?
  C2H3NP2

---

What did the first record say?
Here is a 2-piece molecular cluster, C2H3NOS3 overall from the Open Molecules 2025 dataset. Energies are from wB97M-V/def2-TZVPD.

Cartesian coordinates (Å):
C -2.6185 0.0948 0.2959
C 0.7673 -0.5572 -0.4495
N 0.8001 0.7588 -0.1966
O 0.1337 1.5397 -0.8535
S -2.4702 1.4664 0.9826
S -2.9242 -1.2720 -0.4232
S 1.8168 -1.6472 0.4674
H 0.0896 -0.9501 -1.1373
H 1.5357 1.2319 0.4381
H 2.8696 -0.6650 0.8762

Force components x, y, z for each atom (eV/Å):
C -0.7 -0.7 -0.4
C 2.5 2.2 3.1
N 1.6 -2.7 -0.1
O -1.6 2.4 -1.2
S 0.2 -0.1 0.0
S 0.4 0.8 0.4
S 1.6 1.6 0.6
H -1.0 -0.3 -1.0
H -1.1 -1.5 -0.6
H -2.0 -1.7 -0.9

Output
- 2S+1: 1
- HOMO level (alpha / beta): -0.3000 / -0.2999 hartree
- Energy relative to the best compared isomer or geometry (same formula, charge and spin): 278.2 kJ/mol
- Kohn-Sham gap (alpha / beta): 8.1 / 8.1 eV
- Total energy: -1402.4468 Eh
- Maximum force: 4.553 eV Å⁻¹

---

- What is the formula in the second record?
  C2H3NP2

---

- The lowest maximum force belongs to which entry?
  C2H3NOS3